{
  "formula": "C40H63F4IN3O12P",
  "method": "ωB97M-V/def2-TZVPD",
  "species": ["C", "C", "C", "C", "P", "C", "C", "C", "C", "C", "C", "C", "C", "C", "C", "C", "C", "H", "H", "H", "H", "H", "H", "H", "H", "H", "H", "H", "H", "H", "H", "H", "H", "H", "H", "H", "H", "H", "H", "H", "H", "H", "H", "H", "H", "H", "H", "H", "H", "H", "H", "H", "H", "I", "C", "C", "O", "C", "O", "O", "F", "H", "H", "H", "C", "C", "O", "C", "O", "O", "F", "H", "H", "H", "C", "C", "O", "C", "O", "O", "F", "H", "H", "H", "C", "C", "O", "C", "O", "O", "F", "H", "H", "H", "N", "C", "C", "C", "C", "H", "H", "H", "H", "H", "N", "C", "C", "C", "C", "H", "H", "H", "H", "H", "N", "C", "C", "C", "C", "H", "H", "H", "H", "H"],
  "xyz": [[5.48211, 5.16424, -1.24645], [4.53038, 4.67968, -2.30039], [3.70782, 3.42060, -1.85399], [2.75432, 3.62949, -0.65342], [1.59279, 2.26400, -0.73616], [2.54146, 0.72640, -0.74755], [3.75674, 0.72033, 0.14066], [4.40275, -0.68733, 0.16839], [4.93970, -1.25570, -1.21173], [0.44933, 2.27755, 0.69955], [1.18637, 2.13731, 2.02262], [0.32711, 2.63658, 3.18064], [0.35259, 4.14368, 3.32156], [0.57247, 2.50858, -2.22807], [-0.87717, 1.82321, -2.25222], [-1.37172, 1.91430, -3.67926], [-2.85270, 1.53021, -3.83569], [6.09645, 5.99874, -1.39229], [6.16958, 4.37843, -0.88788], [4.83229, 5.33072, -0.39070], [4.90201, 4.43237, -3.37221], [3.76900, 5.43813, -2.31382], [4.43321, 2.61120, -1.64700], [3.05684, 3.18778, -2.68902], [2.22603, 4.57044, -0.66954], [3.33483, 3.61135, 0.31951], [2.85833, 0.51508, -1.78193], [1.90950, -0.09770, -0.42925], [3.41302, 0.98228, 1.14319], [4.56675, 1.39560, -0.09723], [3.73043, -1.47019, 0.58222], [5.18096, -0.57598, 0.91553], [4.10354, -1.57045, -1.85115], [5.61747, -2.16442, -0.95576], [5.48113, -0.42060, -1.65911], [-0.20792, 1.41753, 0.54208], [-0.09572, 3.19154, 0.68845], [2.22775, 2.47060, 2.05637], [1.36328, 1.06673, 2.04875], [0.59747, 2.26191, 4.17226], [-0.70026, 2.23290, 3.07878], [-0.11360, 4.68891, 2.45788], [1.40389, 4.36774, 3.42433], [-0.10051, 4.49292, 4.24964], [1.10650, 2.14695, -3.14281], [0.37561, 3.57919, -2.31253], [-1.45051, 2.41963, -1.58912], [-0.67902, 0.79815, -1.91859], [-0.74987, 1.17352, -4.22935], [-1.08753, 2.82901, -4.14370], [-3.55790, 2.08499, -3.21063], [-2.84856, 0.54197, -3.47877], [-3.11700, 1.42278, -4.90553], [0.19630, -1.74689, 0.54067], [-2.57431, -4.53712, -1.97047], [-1.71349, -5.01140, -3.13023], [-2.02164, -4.13781, -4.15724], [-2.99178, -3.26215, -3.84553], [-3.37998, -2.32905, -4.57397], [-3.48572, -3.49281, -2.62337], [-2.20973, -6.23347, -3.51882], [-1.96473, -4.06828, -1.23169], [-3.20858, -5.23348, -1.48842], [-0.64727, -5.15353, -3.01725], [-3.45372, 3.63899, 0.25863], [-4.49282, 4.30356, -0.66272], [-3.76110, 4.67217, -1.82067], [-2.41978, 4.79793, -1.46004], [-1.54171, 5.12935, -2.14313], [-2.23728, 4.36653, -0.13792], [-5.04887, 5.41998, -0.11537], [-3.39562, 2.53724, 0.14672], [-3.66324, 3.91090, 1.31133], [-5.28548, 3.67533, -0.93058], [-1.18183, -2.57240, 5.34065], [-2.01183, -1.29219, 5.04898], [-1.14776, -0.50922, 4.23015], [0.12682, -0.93745, 4.41587], [1.07093, -0.43953, 3.97672], [0.16267, -2.06950, 5.13476], [-2.21172, -0.71041, 6.26009], [-1.41672, -3.40391, 4.66694], [-1.45618, -2.82775, 6.31478], [-2.95067, -1.44624, 4.52393], [2.70844, -3.32516, 3.43350], [4.25464, -3.36734, 3.56998], [4.66269, -4.07372, 2.43885], [3.57686, -4.74781, 1.85466], [3.64811, -5.63693, 1.11346], [2.44881, -4.33945, 2.44280], [4.66667, -4.13984, 4.67908], [2.30431, -2.35379, 3.16495], [2.33459, -3.57988, 4.45174], [4.65945, -2.32336, 3.67615], [-3.21260, -0.42387, 0.59930], [-4.18056, -0.44573, -0.33775], [-5.29056, 0.15734, 0.18279], [-4.96037, 0.60867, 1.51182], [-3.67565, 0.22679, 1.72376], [-2.27944, -0.80449, 0.49170], [-4.07770, -0.79517, -1.35530], [-6.18663, 0.24288, -0.32379], [-5.47951, 1.22811, 2.27220], [-2.98341, 0.50249, 2.52536], [-0.15933, -1.68447, -5.22075], [1.00829, -1.15043, -5.68246], [1.87912, -0.95058, -4.61723], [1.19996, -1.43567, -3.41198], [-0.03856, -1.88708, -3.89213], [-1.05687, -1.75654, -5.64626], [1.11428, -1.03021, -6.75827], [2.75511, -0.38795, -4.79756], [1.50849, -1.50950, -2.39856], [-0.92846, -2.14220, -3.32686], [-2.40990, -3.75085, 2.33350], [-3.81018, -3.80263, 2.48100], [-4.00409, -5.03906, 3.04137], [-2.80138, -5.73963, 3.30345], [-1.83253, -4.90983, 2.77230], [-1.79827, -3.04564, 1.92057], [-4.36978, -3.04550, 1.97466], [-4.99188, -5.42663, 3.14269], [-2.64539, -6.76773, 3.40486], [-0.78175, -5.15795, 2.52010]],
  "forces_ev_per_angstrom": [[-0.055, -2.384, 1.336], [-0.671, -1.126, -1.285], [0.880, 0.890, -0.011], [1.673, -0.476, 0.964], [-1.256, -0.185, 0.481], [0.412, 0.416, -1.223], [0.082, -1.208, 0.746], [-0.464, -0.859, -0.179], [0.312, -0.252, 2.102], [1.350, -0.073, -0.720], [0.116, -1.414, 0.302], [-0.846, -0.449, 0.536], [-0.373, 0.392, -0.630], [-0.614, -0.696, -0.680], [2.850, 0.416, -0.285], [0.070, -1.473, -0.326], [1.002, 0.264, -0.684], [0.480, 1.448, -0.737], [-0.130, -0.006, -0.315], [0.170, 0.461, 0.359], [-0.260, 0.778, 1.900], [-0.353, 0.665, -0.939], [-0.668, 0.181, -0.249], [0.270, -0.385, -0.414], [-0.281, 0.358, -0.238], [-0.768, -0.134, -0.954], [-0.326, 0.159, 0.115], [-0.389, 0.018, -0.053], [0.341, -0.193, 0.164], [-0.068, 0.487, -0.377], [-0.016, 0.684, -0.140], [0.597, -0.322, -0.127], [0.352, 0.039, 0.134], [-1.085, 1.655, -0.784], [0.322, -0.419, -0.440], [-0.143, 0.102, 0.099], [-0.665, 0.815, -0.412], [-0.268, 0.922, -0.091], [-0.263, -0.424, 0.770], [0.571, -0.390, -0.356], [0.315, 0.263, -0.283], [0.557, -0.354, 0.725], [0.382, 0.672, -0.249], [-0.287, -0.096, -0.120], [-0.166, 0.338, 0.791], [0.337, 0.123, -0.070], [-0.868, 0.034, 0.904], [-0.846, -0.005, 0.051], [-0.484, 0.148, 0.060], [-0.107, 1.182, -0.103], [0.108, 0.296, -0.457], [-0.515, -1.587, 0.591], [-0.210, 0.566, 0.629], [-0.323, -0.190, 0.106], [-0.334, 2.104, -0.936], [-1.789, -1.055, 0.003], [0.536, 0.784, -1.009], [-1.809, 2.701, -1.209], [1.514, -3.039, 1.918], [1.720, -1.317, 0.584], [0.127, -0.574, -0.157], [0.285, 0.809, 0.575], [-0.491, -0.986, 0.010], [0.191, 0.469, 0.243], [-0.030, 1.411, 0.349], [1.229, 0.018, 0.123], [1.129, 0.087, 0.958], [-1.944, -1.569, 2.389], [1.235, 0.880, -1.373], [-1.111, -0.533, -1.259], [0.237, 0.231, 0.231], [0.218, 0.661, -0.187], [0.146, -0.299, -0.587], [-1.086, -1.010, -0.610], [-0.540, 1.422, -2.295], [0.978, -1.289, -0.744], [-0.749, -0.120, 0.825], [-2.146, -1.687, 0.838], [2.722, 1.847, -1.164], [-0.798, -0.967, 0.712], [-0.265, 0.840, 0.038], [0.312, 0.289, 0.001], [0.528, -0.531, 1.786], [-0.078, 0.173, 0.090], [0.981, -0.765, 1.204], [-0.655, 0.169, 0.008], [-0.045, 0.332, -0.594], [0.129, 1.209, 2.926], [0.573, -1.149, -1.887], [-0.574, 0.847, 0.649], [-0.520, 0.948, -0.759], [0.074, -0.042, -0.426], [-0.234, -0.219, -0.975], [0.206, -1.326, -0.236], [0.593, 0.222, 0.526], [-0.720, 0.156, -0.454], [0.962, 0.396, 1.387], [-0.523, 0.494, 0.206], [1.398, -0.006, 0.092], [0.167, 0.031, 0.014], [0.322, -0.360, 0.257], [-1.667, 0.285, -0.805], [-0.048, -0.702, -0.961], [-0.348, -0.436, -0.274], [0.807, -0.119, 0.824], [0.014, 0.213, -0.248], [-1.982, -0.694, -0.008], [-0.899, -0.001, -2.832], [0.309, 0.794, 1.810], [-0.285, -0.175, -0.686], [0.223, 0.313, 0.416], [1.122, 0.022, 0.386], [0.266, 0.091, 0.510], [0.515, -0.070, 0.051], [0.419, -0.126, -0.066], [3.074, -0.749, -0.149], [-1.770, -0.047, 0.226], [0.265, 2.085, -1.834], [0.630, -0.283, -0.230], [-0.572, 0.121, -0.095], [-0.622, 0.148, 0.307], [-0.472, -0.332, 0.386], [-0.072, -1.240, 0.779], [-0.759, 0.544, 0.482]],
  "fmax_ev_per_a": 3.9,
  "orbital_gap_ev": 8.60
}

{
  "formula": "C40H64BN9O9Pb",
  "method": "ωB97M-V/def2-TZVPD",
  "species": ["Pb", "O", "C", "O", "B", "O", "C", "O", "O", "C", "O", "C", "O", "O", "O", "H", "C", "C", "C", "C", "N", "H", "H", "H", "H", "H", "H", "H", "C", "C", "C", "C", "N", "H", "H", "H", "H", "H", "H", "H", "C", "C", "C", "C", "N", "H", "H", "H", "H", "H", "H", "H", "C", "C", "C", "C", "N", "H", "H", "H", "H", "H", "H", "H", "C", "C", "C", "C", "N", "H", "H", "H", "H", "H", "H", "H", "C", "C", "C", "C", "N", "H", "H", "H", "H", "H", "H", "H", "C", "C", "C", "C", "N", "H", "H", "H", "H", "H", "H", "H", "C", "C", "C", "C", "N", "H", "H", "H", "H", "H", "H", "H", "C", "C", "C", "C", "N", "H", "H", "H", "H", "H", "H", "H"],
  "xyz": [[-0.38376, -33.94699, 10.63124], [-6.75231, -32.57310, 4.82693], [-6.43120, -33.12556, 5.89903], [-5.91591, -32.47832, 7.01494], [-5.81029, -33.39245, 8.15238], [-6.42043, -34.65880, 7.67160], [-6.82712, -34.56230, 6.37457], [-7.49830, -35.35770, 5.66272], [-6.37039, -32.87195, 9.43222], [-5.35373, -32.70654, 10.27887], [-5.28697, -32.09913, 11.35528], [-4.05105, -33.31037, 9.61160], [-4.39446, -33.62072, 8.42529], [-2.87627, -33.37705, 10.04737], [0.94286, -32.03977, 11.20396], [1.52650, -31.33299, 11.54214], [-1.17311, -29.75629, 12.69720], [-1.45187, -28.36385, 12.28691], [-2.86063, -27.99464, 11.83094], [-2.95241, -27.07843, 10.67440], [-3.07622, -26.30953, 9.84251], [-1.24512, -30.28355, 11.74592], [-1.72534, -30.39040, 13.39077], [-0.13009, -29.93780, 12.95656], [-0.68889, -28.08923, 11.55853], [-1.30468, -27.70086, 13.13948], [-3.31844, -27.50136, 12.68838], [-3.50533, -28.85498, 11.65138], [2.63650, -31.57003, 6.94634], [3.45332, -31.75918, 8.24651], [3.99896, -33.11130, 8.70758], [2.88648, -34.04540, 9.17366], [2.00631, -34.79726, 9.51559], [1.60025, -31.90046, 7.01773], [3.13358, -32.04924, 6.10291], [2.59081, -30.49884, 6.74996], [3.04051, -31.18463, 9.07571], [4.32661, -31.13608, 8.05363], [4.64383, -32.99391, 9.57848], [4.46450, -33.66934, 7.89519], [-1.29498, -35.55850, 4.27517], [-2.52698, -36.00541, 5.01390], [-2.70753, -35.22192, 6.36676], [-1.74689, -35.42437, 7.44470], [-0.97375, -35.49600, 8.31309], [-0.98946, -36.34753, 3.58800], [-0.44854, -35.43867, 4.95139], [-1.57540, -34.73817, 3.61447], [-2.36155, -37.08273, 5.02469], [-3.33587, -35.84707, 4.30064], [-3.74829, -35.18245, 6.68830], [-2.62091, -34.18398, 6.04540], [-0.56381, -34.96643, 16.25073], [0.25927, -36.32004, 16.31233], [-0.45691, -37.15241, 17.41121], [0.21056, -38.37297, 17.55437], [0.80601, -39.38498, 17.78792], [-0.61351, -34.58993, 17.27244], [-1.59419, -35.22543, 16.00713], [-0.17521, -34.30759, 15.47420], [1.32271, -36.15949, 16.48959], [0.15560, -36.76006, 15.32050], [-1.48456, -37.35135, 17.10711], [-0.54383, -36.56776, 18.32703], [3.42140, -28.91016, 12.08462], [4.65216, -29.96642, 12.35392], [5.67156, -29.60866, 13.34893], [6.10024, -30.77489, 14.12227], [6.37284, -31.66449, 14.68820], [2.72994, -28.84772, 12.92490], [2.87803, -29.13744, 11.16745], [3.95352, -27.95919, 12.06007], [5.11978, -30.15924, 11.38840], [4.34215, -31.00020, 12.50658], [5.29600, -28.90156, 14.08857], [6.56436, -29.28773, 12.81225], [-2.90072, -27.06276, 15.63025], [-1.88180, -26.65659, 16.69087], [-0.48287, -26.37125, 16.16592], [0.14277, -27.60995, 15.76886], [0.62716, -28.59360, 15.43704], [-3.07855, -26.15291, 15.05695], [-3.80714, -27.34911, 16.16366], [-2.65083, -27.77730, 14.84596], [-1.83774, -27.43754, 17.45000], [-2.23274, -25.75504, 17.19302], [0.22122, -25.92707, 16.86952], [-0.66806, -25.63396, 15.38477], [-2.71829, -31.11229, 15.95972], [-3.76706, -32.05987, 15.56009], [-4.04909, -32.43871, 14.16148], [-2.96832, -33.17278, 13.55777], [-2.00760, -33.73415, 13.08084], [-2.67579, -31.04577, 17.04685], [-2.78787, -30.08878, 15.59139], [-1.69480, -31.41952, 15.74482], [-4.76773, -31.82927, 15.92556], [-3.88792, -32.95968, 16.16329], [-4.29141, -31.58429, 13.52955], [-4.88896, -33.12704, 14.25596], [1.71951, -32.26151, 15.14273], [2.79692, -33.18812, 14.62949], [2.77610, -33.64025, 13.18676], [1.72621, -34.57037, 12.84304], [0.86284, -35.26784, 12.54088], [0.74217, -32.59175, 14.79082], [1.89018, -31.31123, 14.63683], [1.94144, -32.10434, 16.19826], [2.75972, -33.96562, 15.39253], [3.74324, -32.68135, 14.81859], [3.77333, -34.06496, 13.07166], [2.77742, -32.74796, 12.56072], [-2.17992, -29.09286, 7.44487], [-0.66890, -28.92877, 7.75638], [-0.15329, -29.90808, 8.76305], [-0.52794, -31.29006, 8.52285], [-0.74180, -32.45968, 8.39187], [-2.75363, -28.95198, 8.36090], [-2.52045, -30.09985, 7.20382], [-2.55251, -28.44255, 6.65343], [-0.49019, -27.97304, 8.24906], [-0.14071, -28.84819, 6.80632], [-0.49548, -29.69054, 9.77483], [0.93233, -30.00535, 8.75519]],
  "forces_ev_per_angstrom": [[0.378, 1.095, 0.047], [1.681, -2.134, 3.825], [-1.509, 2.611, -1.321], [-0.635, -0.614, -1.629], [-0.845, -0.338, -1.340], [-0.791, -0.354, -1.254], [-1.900, -1.681, -1.685], [2.998, 2.783, 3.366], [1.167, 0.098, 0.579], [1.034, 1.310, 2.069], [-0.889, -1.576, -2.590], [2.364, 0.548, 1.437], [0.725, -0.781, -0.807], [-3.441, 0.236, -0.444], [-0.085, -0.207, -0.254], [-0.675, -0.670, -0.209], [0.666, -2.211, -1.376], [0.228, 1.652, 1.157], [-0.578, -0.114, -0.164], [0.067, -0.928, 1.511], [0.048, 0.643, -0.935], [-0.072, -0.751, -0.018], [-0.628, 0.867, 0.265], [0.076, 0.449, 0.184], [-0.131, 0.092, -0.150], [0.541, 0.219, 0.009], [-0.334, 0.219, -0.230], [0.139, -0.204, -0.294], [-0.083, -0.384, 0.735], [0.684, 1.379, -0.440], [-2.173, -1.064, 0.297], [-3.671, -2.938, 1.302], [4.527, 3.932, -1.722], [0.110, -0.338, -0.017], [-0.108, -0.042, -0.020], [0.110, 0.032, -0.091], [-0.628, -0.515, 0.209], [0.555, -0.231, -0.036], [0.251, -0.003, -0.264], [0.394, 0.199, 0.075], [0.343, -0.152, -0.779], [0.596, -0.555, 0.198], [-0.748, 0.154, -1.846], [1.011, -0.183, 1.278], [-1.445, -0.105, -1.555], [0.021, -0.105, -0.074], [0.049, 0.650, -0.174], [0.746, 0.597, 0.414], [-0.736, -0.156, 1.148], [-0.538, 0.128, 0.687], [0.188, -0.792, 0.556], [0.495, 0.345, 0.194], [0.656, -1.566, 0.087], [-1.786, 1.615, -0.236], [-0.356, 1.646, -1.416], [3.582, -6.449, 2.347], [-2.592, 4.391, -1.294], [0.318, 0.731, -0.209], [-0.037, 0.022, -0.272], [-0.113, 0.198, 0.469], [-0.115, -0.040, 0.323], [0.102, -0.425, 0.164], [-0.080, 0.041, -0.185], [0.359, -0.236, 0.202], [2.247, -1.259, 1.147], [-3.033, -0.599, -2.547], [1.168, 0.094, 1.094], [-2.326, 7.076, -4.516], [2.298, -7.352, 4.656], [-0.008, -0.273, 0.048], [0.221, 0.086, 0.028], [-0.381, 0.254, -0.486], [0.274, 0.652, -0.262], [-0.878, 0.132, 0.588], [0.272, 0.409, -0.209], [0.018, 0.733, 0.446], [-0.070, 1.152, -0.126], [0.069, -0.726, 0.850], [-0.404, 0.358, 0.208], [0.147, 0.061, -0.990], [0.174, -0.368, 0.011], [-0.531, 0.137, -0.092], [-0.121, -0.074, -0.400], [0.438, -0.497, 0.621], [0.102, 0.000, 0.152], [-0.154, -0.020, -0.022], [-0.392, 0.227, 0.342], [0.741, -0.274, -0.552], [1.505, 0.637, 0.989], [-2.345, -0.888, 1.692], [-0.201, -0.282, -0.710], [5.924, -3.127, -3.142], [-5.082, 2.952, 2.490], [-0.308, 0.147, 0.147], [-0.407, -0.078, -0.222], [0.009, -0.333, -0.499], [-0.243, 1.710, -0.090], [1.737, -0.687, 0.115], [-0.163, -0.186, -0.147], [-0.260, 0.148, -0.697], [0.603, 0.947, -1.634], [-0.055, 0.071, 1.859], [1.246, 0.357, 0.780], [-0.051, 0.205, -0.250], [0.213, -0.156, 0.302], [-0.242, 0.020, 0.814], [-0.311, 0.415, 0.135], [-0.899, -0.086, 0.055], [0.425, -0.923, -0.629], [0.216, -0.119, -0.232], [-0.168, -0.609, -0.512], [-0.616, -0.256, -0.355], [-0.072, -0.265, 0.810], [-1.298, 1.031, -0.682], [0.430, -1.229, -0.117], [-1.089, -5.471, -0.448], [0.940, 5.147, 0.310], [-0.092, 0.661, 0.053], [0.680, -0.316, -0.483], [0.175, 0.166, 0.253], [-0.290, 0.340, -0.242], [0.404, -0.582, 0.151], [0.115, 0.134, 0.042], [0.214, 0.533, 0.303]],
  "fmax_ev_per_a": 9.0,
  "orbital_gap_ev": 9.51
}